Molecular formula: H16O8
Method: DFT, ωB97M-V/def2-TZVPD

multiplicity: 1
electronic energy: -16640.0673 eV
HOMO level: -10.85 eV
SMILES: O.O.O.O.O.O.O.O
LUMO: -0.10 eV
gap between HOMO and LUMO: 10.747 eV
largest force on an atom: 0.54 eV Å⁻¹

Geometry as XYZ:
```
24
Properties=species:S:1:pos:R:3:forces:R:3
O -2.52749 -0.23428 0.47246 -0.25 0.12 -0.10
H -3.01470 0.52382 0.13075 0.05 -0.02 0.14
H -3.20384 -0.83566 0.80766 0.22 -0.09 -0.06
O -1.75531 2.06557 -3.19034 0.09 -0.16 0.11
H -2.52547 2.08749 -2.61398 0.05 0.03 -0.07
H -1.16592 1.39799 -2.80754 -0.14 0.10 -0.01
O 0.26437 -0.17322 -0.01751 0.00 0.06 -0.54
H 0.51006 -0.17786 -0.96538 -0.21 0.05 0.48
H -0.70911 -0.26370 -0.00523 0.30 -0.19 0.10
O 0.55138 0.17996 -2.82756 -0.12 0.17 -0.38
H 0.94495 0.94194 -3.27586 0.05 -0.16 0.11
H 0.22612 -0.38819 -3.53913 0.11 0.01 0.15
O 3.09259 1.71895 0.66007 -0.02 -0.06 -0.16
H 2.28929 1.49019 0.17747 0.04 -0.06 0.14
H 3.36196 0.89388 1.07968 -0.06 0.07 -0.01
O 0.20166 1.59689 2.36655 -0.17 -0.15 -0.01
H 0.15890 0.89043 1.70503 0.11 0.23 -0.01
H 0.36502 2.39328 1.85157 0.10 -0.05 0.07
O -1.15929 -2.99899 1.50075 -0.24 0.03 0.13
H -0.68145 -3.71575 1.93224 0.06 0.10 -0.09
H -1.02775 -2.23770 2.07726 0.12 -0.07 -0.09
O 2.07178 -2.08042 1.42006 0.12 0.19 0.02
H 2.10654 -1.59956 2.25449 0.00 -0.02 -0.09
H 1.62572 -1.47504 0.80649 -0.22 -0.14 0.18
```
Forces are in eV/Å.

Atom charges from the natural (NBO) analysis, given in e for atoms 1 to 6:
1. O -0.958
2. H 0.478
3. H 0.495
4. O -0.952
5. H 0.465
6. H 0.478

=====

Molecular formula: H16O8
Method: DFT, ωB97M-V/def2-TZVPD

multiplicity: 1
electronic energy: -16639.1358 eV
HOMO level: -11.52 eV
SMILES: O.O.O.O.O.O.O.O
LUMO: 0.02 eV
gap between HOMO and LUMO: 11.546 eV
largest force on an atom: 0.31 eV Å⁻¹

Geometry as XYZ:
```
24
Properties=species:S:1:pos:R:3:forces:R:3
O 0.10377 4.21122 -1.18170 0.22 -0.14 -0.10
H 0.01016 4.52234 -0.28132 0.02 0.09 0.26
H -0.68902 4.51459 -1.62407 -0.22 0.05 -0.17
O -2.81619 -2.06024 -2.65583 0.24 0.02 0.14
H -3.71495 -1.92755 -2.35437 -0.23 0.04 0.14
H -2.90458 -2.28683 -3.58161 0.02 -0.06 -0.25
O 3.90323 -4.49199 1.72686 -0.02 -0.09 0.21
H 3.40726 -3.79447 1.29823 -0.16 0.22 -0.07
H 4.49501 -4.81738 1.04853 0.17 -0.11 -0.14
O 0.94932 -0.28517 -0.01759 0.12 -0.06 0.27
H 0.20910 -0.69886 -0.46161 -0.22 -0.17 -0.13
H 1.05662 0.55557 -0.46240 0.07 0.25 -0.14
O 2.95346 5.98012 -3.97360 0.16 -0.05 -0.16
H 2.55683 5.51214 -3.23881 -0.11 -0.19 0.22
H 2.52142 6.83427 -3.97545 -0.08 0.22 -0.03
O -3.48507 1.52298 1.73278 -0.20 -0.06 -0.08
H -2.66501 1.40700 1.25290 0.21 -0.09 -0.14
H -3.27394 2.15567 2.41934 0.01 0.14 0.22
O -2.89172 -6.21630 0.21160 -0.23 -0.04 0.01
H -2.42148 -5.59057 -0.33937 0.08 0.20 -0.16
H -2.20259 -6.70644 0.66003 0.15 -0.15 0.15
O 1.40991 0.62235 4.91238 -0.14 0.10 0.19
H 2.35696 0.48594 4.88575 0.24 -0.05 0.03
H 1.13148 0.55160 3.99931 -0.10 -0.06 -0.25
```
Forces are in eV/Å.

Atom charges from the natural (NBO) analysis, given in e for atoms 1 to 6:
1. O -0.942
2. H 0.470
3. H 0.472
4. O -0.941
5. H 0.472
6. H 0.470

=====

Molecular formula: H16O8
Method: DFT, ωB97M-V/def2-TZVPD

multiplicity: 1
electronic energy: -16630.1620 eV
HOMO level: -9.03 eV
LUMO: -0.58 eV
gap between HOMO and LUMO: 8.454 eV
largest force on an atom: 12.88 eV Å⁻¹

Geometry as XYZ:
```
24
Properties=species:S:1:pos:R:3:forces:R:3
O -18.49868 -18.35240 20.54733 0.72 -0.87 0.41
H -17.57625 -18.46105 20.31592 0.35 -0.30 0.14
H -18.90708 -19.18258 20.30187 0.00 -0.69 0.17
O -21.66297 -20.62338 16.40261 -1.59 -4.60 0.47
H -21.06930 -21.20099 15.92286 0.03 -0.51 -0.08
H -21.15140 -19.82956 16.55874 -0.22 -2.81 1.15
O -20.89711 -18.74120 15.98730 8.56 3.53 -8.96
H -20.15909 -18.77834 15.37888 0.92 -0.28 -0.74
H -21.66906 -18.67953 15.42470 -0.30 -0.31 -1.79
O -20.39765 -16.90638 20.37231 -0.91 0.80 0.89
H -20.77054 -16.40978 19.64391 -1.05 0.12 -0.11
H -20.15033 -17.74732 19.98775 -1.07 0.10 0.98
O -22.28055 -18.35964 17.40568 -8.05 0.83 -0.36
H -21.85551 -18.56910 16.57400 -5.36 1.86 5.47
H -21.56942 -18.36395 18.04640 -3.87 0.50 0.70
O -18.47502 -16.35728 18.90823 1.61 0.56 -2.04
H -19.18858 -16.61876 19.49020 0.05 0.65 1.18
H -17.71146 -16.83221 19.23632 0.06 0.36 -0.05
O -20.46688 -18.37437 18.32621 7.54 -1.49 2.85
H -20.39336 -18.40057 17.37220 1.16 0.68 0.12
H -19.61648 -18.05099 18.62366 0.82 0.27 -0.42
O -20.27424 -16.42642 16.53077 0.29 0.72 -0.21
H -19.33020 -16.28561 16.60281 0.45 0.40 0.33
H -20.40096 -16.75236 15.63974 -0.14 0.47 -0.09
```
Forces are in eV/Å.

Atom charges from the natural (NBO) analysis, given in e for atoms 1 to 6:
1. O -0.937
2. H 0.474
3. H 0.481
4. O -0.967
5. H 0.434
6. H 0.442

=====

Energy above the lowest of the compared OMol25 structures with the same formula, charge and spin (kJ/mol)
187.5 277.4 1143.2